1.
77
Properties=species:S:1:pos:R:3:forces:R:3:lowdin_spin:R:1 method="wB97M-V/def2-TZVPD" homo_ev="-5.7890 / -5.8021" gap_ev="6.05 / 6.06" spin_multiplicity=4
Nd -0.748587 -0.176561 0.844290 0.1 -0.4 0.0 3.071
C -4.754019 -1.051643 -0.366317 0.0 0.1 -0.2 0.000
C -4.462898 -1.048328 1.100212 0.1 0.0 0.2 0.000
C -5.400828 -1.467637 2.018176 0.0 0.0 -0.1 -0.001
C -5.064519 -1.435925 3.373129 -0.1 0.0 0.1 0.000
C -3.831105 -0.995862 3.774157 -0.1 0.0 -0.1 0.000
C -2.907981 -0.563248 2.793613 0.5 0.2 0.2 0.001
N -3.252177 -0.595299 1.478170 0.0 -0.2 -0.1 -0.004
N -1.651215 -0.103849 3.063837 0.1 -0.5 -0.2 -0.010
Si -0.615894 -0.625189 4.364245 -0.5 0.3 -0.4 0.000
C 0.952475 0.326600 4.073919 0.4 0.2 -0.1 0.000
C -0.259992 -2.431272 4.211663 0.1 -0.5 0.0 0.001
C -1.264122 -0.278468 6.069298 0.0 0.1 0.3 0.000
H -5.514975 -1.784927 -0.628627 0.0 0.0 0.1 0.000
H -3.856485 -1.269097 -0.941494 0.0 0.0 0.0 0.000
H -5.117352 -0.068073 -0.678090 0.0 0.0 0.0 0.000
H -6.365386 -1.821754 1.682991 0.0 0.0 0.0 0.000
H -5.781735 -1.768783 4.114442 0.0 0.0 0.0 0.000
H -3.557058 -0.960581 4.817539 0.0 0.0 0.0 0.000
H 1.503934 -0.087042 3.218797 -0.1 0.0 0.0 0.000
H 1.635439 0.272053 4.924915 0.0 0.0 0.0 0.000
H 0.742903 1.382121 3.878167 0.0 0.0 0.0 0.000
H 0.212544 -2.652140 3.249501 0.0 0.0 0.0 0.001
H -1.179553 -3.020328 4.275489 0.0 0.0 0.0 0.000
H 0.413197 -2.787813 4.997213 0.0 0.0 0.0 0.000
H -1.699234 0.719958 6.152514 0.0 0.0 0.0 0.000
H -0.427743 -0.343828 6.771627 -0.1 0.0 0.1 0.000
H -2.015531 -1.004226 6.385292 0.0 0.0 0.0 0.000
C 1.012393 -1.562057 0.339991 -0.7 1.3 0.6 -0.045
Ge 1.304467 -1.112164 -1.462945 -0.2 -0.2 0.0 -0.005
C -0.393285 -1.278561 -2.492341 -0.2 -0.1 -0.3 0.000
C -0.466283 -2.242314 -3.507346 -0.1 0.1 0.0 0.000
C -1.581862 -2.361439 -4.322945 0.0 0.0 0.0 0.000
C -2.673569 -1.516978 -4.160627 0.0 0.0 0.0 0.000
C -2.648653 -0.566195 -3.154717 0.1 -0.2 0.0 0.000
C -1.524626 -0.472031 -2.338806 0.0 0.1 0.1 -0.001
C 2.634935 -2.169377 -2.416688 0.1 -0.3 -0.2 0.000
C 3.182688 -1.777174 -3.639457 0.0 0.0 0.0 0.000
C 4.121613 -2.570103 -4.286650 0.0 0.0 0.1 0.000
C 4.529255 -3.769447 -3.713934 0.0 0.0 0.0 0.000
C 3.998529 -4.168789 -2.496623 -0.1 0.0 0.1 0.000
C 3.056044 -3.371674 -1.853432 0.1 -0.1 -0.1 -0.001
C 1.883683 0.733557 -1.873031 0.3 0.3 0.0 -0.001
C 3.094854 1.137090 -1.295618 0.0 0.1 -0.1 0.000
C 3.618622 2.402555 -1.512341 -0.1 0.0 0.0 0.000
C 2.923593 3.314066 -2.302428 0.0 0.0 0.0 0.000
C 1.721894 2.936898 -2.881450 0.0 -0.1 0.0 0.000
C 1.214210 1.652710 -2.677023 0.1 0.2 0.0 0.000
H 1.958712 -1.459125 0.892164 0.1 -0.4 0.1 -0.003
H 0.375746 -2.903636 -3.674146 0.0 0.0 0.0 0.000
H -1.594247 -3.114853 -5.101126 0.0 0.0 0.0 0.000
H -3.533442 -1.602722 -4.812660 0.0 0.0 0.0 0.000
H -3.491066 0.096510 -3.004623 0.0 0.0 0.0 0.000
H -1.561838 0.318887 -1.589625 0.1 0.3 0.0 -0.001
H 2.884348 -0.838228 -4.095083 0.0 0.0 0.0 0.000
H 4.539165 -2.253169 -5.234635 0.0 0.0 0.0 0.000
H 5.263049 -4.388873 -4.215143 0.0 0.0 0.0 0.000
H 4.316945 -5.100313 -2.044273 0.0 0.0 0.0 0.000
H 2.639770 -3.677004 -0.898980 0.0 0.0 0.0 -0.001
H 3.649713 0.444145 -0.668563 0.0 0.0 0.0 0.000
H 4.567732 2.678187 -1.066622 0.0 0.0 0.0 0.000
H 3.326959 4.305132 -2.473151 0.0 0.0 0.0 0.000
H 1.182466 3.635809 -3.510332 0.0 0.0 0.0 0.000
H 0.285071 1.375822 -3.165739 0.0 0.0 0.0 0.000
N 1.548477 6.148516 0.568529 0.0 0.0 0.0 0.000
C 1.050661 4.879486 0.602103 0.1 0.2 0.0 0.000
C 1.813138 3.816751 1.092006 -0.1 -0.2 0.0 0.000
C 1.270134 2.553410 1.093795 0.1 0.2 -0.1 0.000
N 0.029978 2.283738 0.669906 -0.1 -0.3 0.0 -0.004
C -0.702283 3.307435 0.217441 0.0 0.1 0.0 0.001
C -0.250225 4.603181 0.164172 0.0 -0.1 0.0 0.000
H 2.528968 6.302273 0.718652 0.0 0.0 0.0 0.000
H 1.061374 6.859246 0.053780 0.0 0.0 0.0 0.000
H 2.828810 3.961370 1.434144 0.0 0.0 0.0 0.000
H 1.868151 1.713035 1.429568 -0.1 0.0 0.0 0.000
H -1.704762 3.075715 -0.126761 0.0 0.0 0.0 0.000
H -0.892111 5.381845 -0.225053 0.0 0.0 0.0 0.000



2.
80
Properties=species:S:1:pos:R:3:forces:R:3:mulliken_charge:R:1 method="wB97M-V/def2-TZVPD" homo_ev="-13.0367 / -13.0374" gap_ev="6.89 / 5.54" charge=+2 de_lowest_ev=0.815
Sn 7.223853 -21.015687 -9.723151 -0.2 -0.9 0.5 2.147
C 6.123268 -24.155616 -11.354988 1.8 -0.8 1.0 -0.892
O 6.440139 -23.590653 -10.038481 -0.2 -0.9 0.0 0.064
C 6.485624 -24.658935 -9.023239 0.0 1.7 0.3 -0.740
C 6.415925 -23.958340 -7.642583 0.6 -0.8 -0.2 -0.774
O 7.308179 -22.842036 -7.639264 -0.5 0.5 0.8 -0.209
C 6.960448 -21.939192 -6.555535 0.6 -0.1 -1.4 -0.695
C 8.029170 -20.885173 -6.509692 0.0 -0.2 0.1 -0.660
O 8.368977 -20.353263 -7.806959 -0.3 -0.2 -0.4 -0.251
C 9.749799 -19.929325 -8.028104 -0.7 -1.2 2.6 -0.938
H 5.614869 -25.081958 -11.117175 -0.9 0.1 -0.6 0.461
H 7.049101 -24.525653 -11.869598 -0.5 0.7 0.4 0.234
H 5.627099 -23.395701 -11.932602 -0.4 -0.1 -0.1 0.177
H 7.378641 -25.249888 -9.183488 0.3 -0.1 0.1 0.408
H 5.612826 -25.304430 -9.108342 -0.1 0.0 -0.1 0.543
H 6.746027 -24.612139 -6.787004 -0.6 0.2 -1.0 0.319
H 5.387589 -23.612489 -7.494273 0.1 0.0 0.1 0.395
H 6.967699 -22.396526 -5.587013 0.1 -0.8 0.6 0.634
H 5.960122 -21.555360 -6.689301 -0.4 0.2 -0.4 0.244
H 8.883881 -21.353846 -6.034580 0.5 0.2 -0.2 0.508
H 7.625871 -20.112939 -5.869114 0.3 0.6 0.1 0.308
H 10.017861 -19.373885 -7.149741 0.4 0.3 0.5 0.443
H 9.743739 -19.249506 -8.812358 0.1 0.7 -1.8 0.171
H 10.384144 -20.814652 -8.068908 0.1 0.2 -0.5 0.352
C 6.459091 -20.554946 -14.047311 -0.3 -0.3 -1.0 -1.994
C 6.583302 -20.191358 -12.641219 -0.9 2.0 -0.8 0.917
O 6.520691 -21.055041 -11.735765 -0.1 0.0 -1.0 -0.096
C 6.676304 -18.725843 -12.449658 1.5 -3.1 3.9 1.122
C 6.101531 -17.798841 -13.250913 -0.4 1.5 0.0 -0.438
C 6.076326 -16.459800 -12.853374 -0.6 -2.4 -1.5 -0.803
C 6.646324 -16.113585 -11.686143 0.9 0.6 1.8 -0.715
C 7.232379 -17.051767 -10.791901 -0.4 0.0 -0.6 -0.707
C 7.261727 -18.396676 -11.145356 -0.5 1.4 -1.2 -0.291
O 7.924271 -19.280510 -10.369481 -0.2 0.8 -0.3 -0.409
H 6.386889 -21.609960 -14.165103 0.2 -0.9 -0.3 0.450
H 7.242364 -20.083048 -14.643832 0.3 -0.3 0.1 0.437
H 5.563117 -20.128838 -14.507634 -0.2 0.0 0.4 0.442
H 5.563332 -18.008939 -14.143994 -0.1 -0.6 -0.6 0.356
H 5.479752 -15.876057 -13.509687 0.0 1.2 -0.1 0.490
H 6.641719 -15.052843 -11.490368 0.1 0.1 0.7 0.449
H 7.629799 -16.789398 -9.819206 0.1 0.3 -0.2 0.511
N 13.592997 -22.209935 -12.657314 0.0 -0.6 0.0 -0.316
C 12.915799 -23.147075 -11.967424 0.4 0.6 0.1 -0.192
S 13.503823 -24.677447 -11.755014 -0.8 0.7 0.0 -0.268
C 11.602545 -22.612500 -11.456925 -0.1 -0.9 -0.8 1.347
C 11.028815 -23.227158 -10.355834 -0.5 -0.1 0.5 -0.975
C 9.756407 -22.849532 -9.954415 0.0 -0.4 0.0 -0.503
N 9.070412 -21.983807 -10.671254 -0.8 1.8 -0.1 0.369
C 9.620744 -21.361237 -11.724394 -0.4 0.2 -0.5 -0.377
C 10.867725 -21.647528 -12.192875 1.1 -0.2 0.6 -1.179
H 14.447814 -22.536454 -13.040573 0.8 0.0 -0.4 0.221
H 13.424159 -21.224537 -12.676148 -0.3 0.2 0.2 0.194
H 11.526008 -24.024379 -9.822597 0.3 0.1 -0.1 0.441
H 9.169794 -23.184046 -9.097766 0.7 -0.5 0.0 0.603
H 9.046651 -20.607714 -12.248150 -0.2 -0.1 0.3 0.502
H 11.274822 -21.081440 -13.050860 -0.3 -0.7 0.6 0.358
N 5.011658 -20.035554 -8.517774 0.3 -0.1 0.6 -0.201
C 3.963815 -19.410102 -8.236088 -0.9 0.7 -1.0 -0.250
C 3.268075 -19.470686 -6.892968 2.5 0.6 1.6 0.190
C 1.923537 -19.491477 -6.739110 -1.7 -0.9 -0.8 -0.081
C 1.282911 -19.758532 -5.506681 1.5 0.4 -0.3 -0.792
C 2.045563 -19.921667 -4.372991 1.0 0.7 0.5 -0.434
C 3.469920 -19.748544 -4.462103 -1.4 0.1 -0.6 -0.682
C 4.058136 -19.468380 -5.680074 0.1 -0.7 -1.0 -0.378
C 3.359321 -18.598115 -9.410841 0.0 -0.7 1.0 0.339
C 3.419969 -19.091148 -10.712458 -0.4 0.2 0.2 -0.076
C 2.816030 -18.329219 -11.711563 0.9 -0.2 -1.4 -0.660
C 2.245374 -17.090500 -11.431116 -0.7 0.1 -1.1 -0.477
C 2.151937 -16.648517 -10.128800 -0.5 0.3 -0.5 -0.827
C 2.700325 -17.405375 -9.132883 0.7 -0.3 0.4 -0.313
H 1.338601 -19.426070 -7.654205 -0.2 0.0 0.2 0.447
H 0.228621 -19.788267 -5.449617 -0.9 -0.1 -0.1 0.472
H 1.568989 -19.996248 -3.374511 0.4 -0.3 -0.8 0.357
H 4.058877 -19.796886 -3.570732 0.3 0.1 0.4 0.439
H 5.145047 -19.292158 -5.760996 -0.6 -0.1 0.1 0.442
H 3.854540 -20.075235 -10.894236 -0.1 0.3 -0.1 0.480
H 2.911753 -18.669149 -12.777271 -0.4 0.3 1.2 0.363
H 1.791526 -16.467581 -12.235710 0.5 -0.7 0.6 0.399
H 1.587251 -15.748279 -9.916788 0.3 0.0 0.1 0.447
H 2.694347 -17.038689 -8.136237 -0.2 0.1 0.8 0.603



3.
84
Properties=species:S:1:pos:R:3:forces:R:3:mulliken_charge:R:1 method="wB97M-V/def2-TZVPD" homo_ev="-9.9481 / -9.9566" gap_ev="5.98 / 5.96" charge=+1
Ni 0.665967 -1.265483 -0.146717 1.3 0.7 0.9 -0.781
N 2.276567 -1.172583 3.580183 1.0 0.2 -0.9 -0.005
C 1.258567 -1.208483 4.531683 -1.2 -0.1 0.9 -0.055
C 1.563567 -1.492683 5.858283 -0.1 0.1 -0.5 -0.762
C 0.556467 -1.542983 6.807683 -0.2 0.1 0.1 -0.618
C -0.759433 -1.311283 6.440783 0.2 -0.1 0.2 -0.904
C -1.072733 -1.046683 5.117983 0.3 0.0 -0.4 -0.603
C -0.074633 -0.997183 4.156583 0.5 -0.1 0.0 0.791
S -0.550933 -0.624483 2.474183 -1.3 -0.4 2.0 0.310
N 0.876067 -0.877583 1.712183 2.1 -1.0 -0.7 0.196
C 2.044167 -1.119783 2.240883 -1.5 0.4 0.3 0.935
C 3.108067 -1.376783 1.277883 0.8 -0.3 -0.6 0.203
C 4.469267 -1.243583 1.558183 -0.6 -0.1 0.1 -0.942
C 5.389967 -1.553583 0.575183 -0.2 -0.2 -0.5 -0.546
C 4.922467 -1.981183 -0.662517 0.1 0.1 0.4 -1.129
C 3.556767 -2.048083 -0.877417 -0.1 -0.2 -0.2 -0.034
N 2.655267 -1.762483 0.057583 -0.2 0.7 0.5 0.396
H 3.217967 -1.353083 3.899183 -0.2 0.0 -0.1 0.195
H 2.588667 -1.683183 6.138883 0.2 0.0 0.1 0.429
H 0.804767 -1.758383 7.834883 0.0 0.0 0.1 0.417
H -1.543433 -1.338883 7.179683 -0.1 0.0 0.1 0.426
H -2.091333 -0.873383 4.809083 -0.2 0.0 0.0 0.503
H 4.802167 -0.887783 2.523683 0.0 0.0 0.0 0.481
H 6.448867 -1.471583 0.763683 0.1 0.0 0.0 0.465
H 5.605767 -2.260083 -1.446017 0.0 0.0 -0.1 0.467
H 3.166667 -2.372183 -1.830917 0.0 0.1 -0.1 0.569
O 3.611167 3.562217 -4.740317 0.2 0.4 0.1 -0.481
C 3.171667 2.417117 -5.271817 -0.1 -0.2 -0.2 0.564
O 3.297567 2.196317 -6.444017 0.1 0.2 0.1 -0.546
C 2.518267 1.426717 -4.358017 -0.2 -0.3 0.3 1.152
C 1.900467 0.343517 -4.986917 0.1 0.3 -0.1 -1.063
C 1.249867 -0.626783 -4.264017 -0.1 -0.1 0.4 -0.381
C 1.207367 -0.527283 -2.869217 1.1 1.1 -0.7 0.890
C 1.885867 0.519617 -2.231517 -0.3 -0.4 0.2 -0.120
C 2.517467 1.500317 -2.964917 0.0 0.0 -0.5 -1.310
N 0.600667 -1.463783 -2.055817 -1.7 -0.9 0.4 1.080
C -0.354133 -2.245483 -2.441517 0.9 0.9 -0.3 -0.255
C -0.866333 -3.218583 -1.514417 -0.7 -1.0 1.1 0.079
C -1.752133 -4.222683 -1.919117 0.5 0.6 -0.1 -0.954
C -2.175933 -5.154183 -0.994717 0.1 0.0 0.6 -0.412
C -1.744633 -5.023783 0.320883 -0.2 -0.1 -0.5 -0.962
C -0.894433 -3.977483 0.654283 0.2 0.0 0.0 -0.097
N -0.434433 -3.109983 -0.235117 -0.6 -0.7 -0.6 0.383
H 3.397267 3.659717 -3.804017 -0.1 -0.1 -0.1 0.295
H 1.951467 0.296717 -6.064517 0.0 0.0 0.0 0.500
H 0.802467 -1.468483 -4.770717 0.0 -0.1 -0.1 0.493
H 1.860767 0.569417 -1.142817 0.1 0.1 -0.4 -0.068
H 3.007967 2.298717 -2.426417 0.0 0.1 0.0 0.181
H -0.805433 -2.172683 -3.428217 0.2 -0.1 -0.1 0.274
H -2.065433 -4.268483 -2.950517 -0.1 0.0 -0.1 0.519
H -2.829033 -5.962283 -1.285217 -0.1 0.0 0.0 0.466
H -2.052933 -5.731583 1.071683 -0.1 0.0 0.1 0.444
H -0.561133 -3.856583 1.680383 0.0 0.1 -0.1 0.479
C -1.340033 4.124817 0.741383 0.1 -0.2 0.1 -1.417
C -1.511233 3.055917 1.815283 -0.2 0.8 0.5 1.462
C -2.979933 2.944717 2.227883 0.3 -0.1 -0.2 -1.381
C -0.640533 3.388217 3.031983 -0.2 -0.2 -0.3 -1.793
O -1.061933 1.771217 1.358883 -0.1 -0.1 -1.2 0.239
P -1.091333 1.249317 -0.164817 -0.3 0.8 0.8 0.702
O -0.090433 1.897217 -1.038817 -0.3 -0.1 0.1 -0.569
O -0.978633 -0.270483 0.007283 0.5 -0.7 -0.6 -0.829
O -2.625133 1.527617 -0.546017 0.6 0.0 0.5 -0.291
C -3.101833 1.475117 -1.891017 -0.6 0.0 -0.9 1.795
C -4.625233 1.389217 -1.777017 0.4 0.0 0.1 -1.901
C -2.662033 2.729317 -2.646517 0.0 -0.2 0.2 -1.710
C -2.554233 0.243117 -2.605317 -0.1 0.1 0.2 -1.554
H -1.614633 5.097017 1.143983 0.0 0.1 0.0 0.537
H -1.973333 3.897617 -0.109917 -0.1 0.1 -0.1 0.221
H -0.309033 4.145917 0.398483 0.1 0.1 0.0 0.298
H -3.342733 3.903017 2.592583 0.0 0.1 0.0 0.453
H -3.096033 2.200117 3.012483 0.0 -0.1 0.1 0.290
H -3.574233 2.639617 1.372083 -0.1 0.0 0.0 0.156
H -0.979833 4.310617 3.495583 0.0 0.1 0.0 0.485
H 0.395167 3.508517 2.724583 0.1 0.0 0.0 0.383
H -0.692733 2.586617 3.766483 0.0 -0.1 0.1 0.294
H -5.011733 2.283917 -1.294817 -0.1 0.1 0.0 0.410
H -4.900433 0.527917 -1.171217 0.0 -0.1 0.0 0.395
H -5.075833 1.290017 -2.762117 0.0 0.0 -0.1 0.411
H -3.189933 3.609217 -2.286617 -0.1 0.1 0.0 0.380
H -2.853633 2.608617 -3.709217 -0.1 0.0 -0.1 0.472
H -1.595033 2.869817 -2.497817 0.1 0.1 -0.1 0.292
H -2.736433 -0.646683 -2.008017 -0.1 -0.2 0.1 0.286
H -1.484733 0.372117 -2.743417 0.2 -0.1 -0.2 0.232
H -3.032133 0.133917 -3.574417 0.0 0.0 -0.1 0.697